[1]
This record from the Open Molecules 2025 dataset describes a structure of composition C4Ag9O12 at a distorted geometry. The level of theory is ωB97M-V/def2-TZVPD.

Results
Electronic energy: -64695.5672 eV
Total charge: +1
Gap between HOMO and LUMO: 0.0956 Eh
Energy relative to the best compared isomer or geometry (same formula, charge and spin): 0.00 kcal/mol
HOMO: -10.2 eV

```
25
Properties=species:S:1:pos:R:3:forces:R:3
Ag -11.6350 -8.7790 -7.3208 0.547 0.688 -0.031
Ag -6.8401 -7.2616 -10.0389 0.180 0.411 -0.475
Ag -11.2908 -4.5305 -7.4567 0.145 1.982 0.001
Ag -7.3627 -4.1797 -8.9362 0.555 0.628 0.705
Ag -8.0192 -6.9923 -5.5256 0.480 0.303 0.238
Ag -8.3909 -9.0827 -8.0319 0.427 1.021 -0.059
Ag -10.9500 -7.3921 -10.8375 1.467 -0.429 -1.128
Ag -9.7696 -4.5358 -10.3259 0.188 0.305 -0.270
Ag -8.2411 -3.3689 -5.9167 0.652 0.964 -0.433
C -8.3754 -8.0210 -12.1173 -3.878 1.044 -0.445
O -7.1684 -8.0093 -12.3639 1.647 -0.981 0.979
O -8.9544 -6.8647 -11.7860 0.027 3.349 1.950
O -9.3125 -8.8782 -12.2125 0.748 -2.303 0.296
C -9.6477 -1.9519 -7.8939 -1.984 3.294 5.213
O -10.7166 -1.5616 -7.2379 0.188 -2.159 -1.557
O -8.5569 -1.4783 -7.4363 1.712 -1.462 -0.577
O -9.7299 -2.8097 -8.8093 0.153 -3.416 -3.358
C -6.1144 -5.8633 -7.0873 0.526 2.572 -1.199
O -5.3878 -5.3284 -7.9802 -0.634 0.203 -0.899
O -6.5015 -7.0633 -7.2431 -1.484 -3.787 -0.681
O -6.5652 -5.1968 -6.1090 -0.549 0.239 1.792
C -9.3889 -6.2583 -7.8036 -0.664 2.350 1.482
O -9.2174 -6.4470 -9.0166 0.427 -1.432 -1.258
O -9.0288 -5.1467 -7.2370 -0.650 -1.763 -0.579
O -10.0972 -7.0863 -7.0521 -0.225 -1.623 0.294
```
Forces are in eV/Å.

Charges computed using natural (NBO), reported in e: Ag 0.918; Ag 0.900; Ag 0.887; Ag 0.886; Ag 0.909; Ag 0.898; Ag 0.869; Ag 0.909; Ag 0.949; C 0.897; O -0.755; O -1.025; O -0.805; C 0.905; O -0.793; O -0.842; O -1.000; C 0.927; O -0.814; O -0.975; O -0.904; C 0.910; O -0.899; O -0.919; O -1.034

[2]
This record from the Open Molecules 2025 dataset describes a structure of composition C4Br2CrF12O12S4. The level of theory is ωB97M-V/def2-TZVPD.

Results
Electronic energy: -273176.4709 eV
2S+1: 5
Total charge: -4
Gap between HOMO and LUMO (alpha / beta): 0.1781 / 0.2107 Eh
Energy relative to the best compared isomer or geometry (same formula, charge and spin): 2.19 kcal/mol
Expectation value of S²: 6.0058
HOMO (alpha / beta): 3.7 / 2.8 eV

```
35
Properties=species:S:1:pos:R:3:forces:R:3
Cr -0.6628 1.4204 -0.4915 -0.361 0.624 -0.145
Br -0.5693 3.7989 1.0780 -0.179 0.134 0.220
Br -1.9946 2.4596 -2.5836 -0.046 0.133 -0.012
C 0.1607 -2.8689 -1.7776 0.324 -0.001 0.404
F -1.0064 -3.2944 -1.2769 -0.133 0.024 0.011
F 0.9894 -2.6780 -0.7388 -0.074 0.011 -0.262
F 0.6701 -3.9240 -2.4797 -0.031 0.022 -0.112
S -0.0257 -1.3580 -2.8443 -0.215 -0.231 0.159
O -1.1973 -1.7144 -3.6125 -0.108 0.062 -0.099
O -0.1972 -0.3099 -1.8575 0.220 -0.716 -0.450
O 1.2094 -1.3547 -3.5913 0.155 0.111 0.060
C 3.6732 1.3693 -1.5467 -0.363 -0.342 0.149
F 4.1259 1.4904 -0.2993 0.103 0.022 0.330
F 4.7410 1.5852 -2.3562 0.148 0.049 -0.178
F 3.2974 0.0985 -1.7264 0.075 0.148 -0.008
S 2.3237 2.5670 -1.9332 0.330 0.411 -0.261
O 2.9138 3.8195 -1.5032 -0.112 -0.189 -0.041
O 2.2086 2.3885 -3.3568 -0.146 0.085 -0.173
O 1.2012 2.1141 -1.1410 0.260 -0.155 0.118
C -3.2332 -1.5760 1.4099 0.331 0.075 0.007
F -2.0265 -1.7549 1.9566 -0.392 -0.200 -0.105
F -3.3343 -2.3602 0.3255 0.049 -0.156 0.192
F -4.1632 -2.0166 2.3054 0.127 -0.160 -0.016
S -3.5602 0.1736 0.9868 0.281 -0.390 0.211
O -3.5386 0.8199 2.2668 -0.025 0.329 0.237
O -2.4607 0.4602 0.0854 -0.012 0.230 -0.080
O -4.8494 0.0464 0.3633 -0.572 0.242 -0.395
C 0.3145 0.3271 3.7767 -0.244 0.031 -0.118
F -1.0189 0.2530 3.7760 0.181 -0.026 0.068
F 0.6614 1.5719 4.1099 -0.015 0.147 0.079
F 0.7466 -0.4716 4.7971 0.071 -0.004 0.046
S 1.0676 -0.2021 2.1615 -0.328 0.029 0.379
O 0.1030 0.3141 1.2014 0.510 -0.306 0.147
O 2.3515 0.4459 2.1993 0.209 -0.014 -0.138
O 1.0792 -1.6398 2.3169 -0.017 -0.026 -0.222
```
Forces are in eV/Å.

Charges computed using natural (NBO), reported in e: Cr 1.242; Br -0.855; Br -0.780; C 0.667; F -0.333; F -0.323; F -0.368; S 2.387; O -0.996; O -0.992; O -0.987; C 0.677; F -0.326; F -0.361; F -0.317; S 2.396; O -0.992; O -0.978; O -0.977; C 0.669; F -0.311; F -0.330; F -0.363; S 2.403; O -0.969; O -0.979; O -0.998; C 0.677; F -0.315; F -0.325; F -0.368; S 2.382; O -0.994; O -0.974; O -0.990

[3]
This record from the Open Molecules 2025 dataset describes a structure of composition C4BrIO2 at a distorted geometry. The level of theory is ωB97M-V/def2-TZVPD.

Results
Electronic energy: -86378.6024 eV
Total charge: 0
Gap between HOMO and LUMO (alpha / beta): 0.2640 / 0.2640 Eh
Energy relative to the best compared isomer or geometry (same formula, charge and spin): 63.21 kcal/mol
HOMO (alpha / beta): -9.0 / -9.0 eV

```
8
Properties=species:S:1:pos:R:3:forces:R:3
C -2.6053 -0.7189 -0.9433 -2.024 -0.582 -2.259
C 0.7193 -0.0406 0.1366 -0.812 -1.995 -0.575
C 1.8746 0.4671 0.4937 1.459 1.031 0.684
C -0.5440 0.2569 -0.0696 1.898 2.627 0.724
O 2.8686 0.9382 0.8334 -0.857 -0.225 -0.340
O -1.5744 -0.3406 -0.3764 0.516 -1.148 1.373
Br -3.9347 -1.3724 0.2734 0.191 0.010 0.418
I 1.8524 -2.1869 -0.0172 -0.371 0.281 -0.024
```
Forces are in eV/Å.

Charges computed using natural (NBO), reported in e: C 0.185; C -0.427; C 0.766; C 0.338; O -0.366; O -0.416; Br -0.001; I -0.080

[4]
This record from the Open Molecules 2025 dataset describes a structure of composition C4Cl2FeO4Ti at a distorted geometry. The level of theory is ωB97M-V/def2-TZVPD.

Results
Electronic energy: -94824.9581 eV
2S+1: 7
Total charge: +4
Gap between HOMO and LUMO (alpha / beta): 0.3036 / 0.2995 Eh
Expectation value of S²: 12.0225
HOMO (alpha / beta): -29.0 / -30.8 eV

```
12
Properties=species:S:1:pos:R:3:forces:R:3
Ti -0.6554 -1.1836 -0.2614 0.184 -0.363 0.323
Fe 0.6805 0.7005 0.4328 3.170 5.471 1.815
Cl 1.5984 -1.2759 0.3556 -0.279 0.147 -0.057
Cl -1.5268 0.8872 -0.1190 0.598 0.114 0.189
C 2.0010 2.4607 -0.1634 1.214 5.700 -2.458
C -1.6658 -2.7588 0.2006 -5.677 -9.686 4.170
C -1.2597 -1.9926 -1.9332 -2.784 -3.542 -10.531
O 2.2688 3.5655 -0.4004 -1.030 -5.929 1.068
O -2.2120 -3.7486 0.5153 3.254 5.995 -2.042
O -1.6045 -2.4294 -2.9664 2.018 2.535 6.405
O 1.2674 3.4087 2.4053 -0.767 -5.140 -1.890
C 1.1082 2.3664 1.9341 0.100 4.699 3.008
```
Forces are in eV/Å.

Charges computed using natural (NBO), reported in e: Ti 0.974; Fe 1.519; Cl 0.000; Cl 0.005; C 0.460; C 0.441; C 0.441; O -0.123; O -0.018; O -0.030; O -0.123; C 0.456

[5]
This record from the Open Molecules 2025 dataset describes a cluster of 2 separate species, C4H10 in total at a distorted geometry. The level of theory is ωB97M-V/def2-TZVPD.

Results
Electronic energy: -4308.7546 eV
SMILES string: C=C.CC
Total charge: 0
Gap between HOMO and LUMO: 0.4190 Eh
Energy relative to the best compared isomer or geometry (same formula, charge and spin): 37.06 kcal/mol
HOMO: -10.1 eV

```
14
Properties=species:S:1:pos:R:3:forces:R:3
C 3.7756 2.7756 1.2838 0.312 0.129 0.150
C 3.6455 1.6279 2.2958 -0.451 -0.350 -1.870
H 4.2342 3.5983 1.8357 -0.350 0.500 -0.567
H 2.8475 3.0104 0.7552 -0.275 0.411 0.818
H 4.3915 2.5632 0.4059 0.545 -0.408 0.451
H 3.0206 1.8736 3.1439 0.065 0.191 0.221
H 3.1308 0.8472 1.7235 0.159 -0.398 0.543
H 4.6268 1.2720 2.5907 -0.005 -0.074 0.255
C -5.2792 -2.5896 -1.8371 0.681 -0.255 0.328
C -4.6074 -3.2310 -2.7734 -0.411 -0.452 -1.466
H -6.2919 -2.2624 -2.0236 -0.156 -0.284 0.335
H -4.8060 -2.4346 -0.8739 -0.154 0.619 -0.053
H -5.1340 -3.5934 -3.6565 -0.067 0.479 -0.094
H -3.5539 -3.4570 -2.8701 0.107 -0.106 0.950
```
Forces are in eV/Å.

Charges computed using natural (NBO), reported in e: C -0.609; C -0.605; H 0.201; H 0.204; H 0.202; H 0.205; H 0.198; H 0.204; C -0.391; C -0.380; H 0.200; H 0.195; H 0.181; H 0.196

[6]
This record from the Open Molecules 2025 dataset describes the molecule C4H10 at a distorted geometry. The level of theory is ωB97M-V/def2-TZVPD.

Results
Electronic energy: -4307.7911 eV
SMILES string: CCCC
Total charge: 0
Gap between HOMO and LUMO: 0.4332 Eh
Energy relative to the best compared isomer or geometry (same formula, charge and spin): 59.28 kcal/mol
HOMO: -10.6 eV

```
14
Properties=species:S:1:pos:R:3:forces:R:3
C 1.4345 -0.6155 -0.0725 4.310 2.623 0.734
C 0.7709 0.7167 0.0937 -4.025 -2.208 -2.949
C -0.7863 0.7134 -0.1499 0.282 -1.453 -0.351
C -1.4924 -0.6469 0.0102 6.927 3.049 -0.171
H 2.5844 -0.2579 0.1036 -2.215 -1.410 0.145
H 1.5696 -0.9673 -1.0702 -0.863 -0.822 -0.602
H 1.1259 -1.2526 0.7393 0.099 -0.778 -0.312
H 0.8441 0.9997 1.0427 0.866 1.385 3.987
H 1.0153 1.4809 -0.5528 1.702 1.520 -1.272
H -1.0791 1.0325 -1.1062 0.192 1.037 -1.538
H -1.2253 1.3673 0.5551 -0.553 0.966 0.696
H -1.0264 -1.3440 -0.5490 1.009 -2.598 -1.725
H -1.3217 -0.6918 0.9820 0.879 -1.968 4.713
H -2.4135 -0.5346 -0.0261 -8.611 0.658 -1.355
```
Forces are in eV/Å.

Charges computed using natural (NBO), reported in e: C -0.616; C -0.400; C -0.362; C -0.593; H 0.198; H 0.216; H 0.217; H 0.188; H 0.204; H 0.179; H 0.184; H 0.198; H 0.193; H 0.194